# 1
13
Properties=species:S:1:pos:R:3:forces:R:3 method="wB97M-V/def2-TZVPD" e_tot_ha=-1175.7895 homo_energy_ev=-8.06 homo_lumo_gap_ev=7.583 e_lumo_ha=-0.01754 relative_energy_ev=0.825
C 3.3268 0.4623 0.3841 -2.320 -2.550 0.765
N 0.0607 -0.5870 -0.2620 -1.218 -0.472 -0.511
N -2.2705 0.2888 0.1062 -0.193 -0.033 -1.102
P 1.6820 -0.9235 -0.0195 2.022 0.689 -0.556
P -3.9852 0.5071 0.1345 -0.343 -2.326 1.405
P -1.4127 -1.0470 -0.6231 2.106 2.682 1.801
H 3.2647 1.2709 -0.2457 -0.093 1.841 -1.529
H 3.5615 0.7545 1.3796 -0.159 0.094 0.899
H 4.0297 -0.2801 0.0433 0.317 -0.240 -0.235
H -1.8109 1.2082 0.1175 0.229 -0.890 0.110
H 2.1717 -0.5722 -1.3293 -0.488 -0.706 0.161
H -4.2571 -0.6165 1.1499 0.068 1.595 -0.906
H -4.3607 -0.4655 -0.8355 0.071 0.315 -0.302

# 2
41
Properties=species:S:1:pos:R:3:forces:R:3 method="wB97M-V/def2-TZVPD" e_tot_ha=-771.9326 homo_energy_ev=-9.92 homo_lumo_gap_ev=10.239 e_lumo_ha=0.01174 relative_energy_ev=2.178
C 0.1107 -1.5437 -2.7192 -2.000 -1.991 -1.757
C 0.3627 -0.1075 -2.8299 0.392 1.370 5.646
C 1.7860 0.3428 -2.3869 -1.181 1.078 -1.627
C 2.0107 0.5153 -0.8720 -2.038 2.071 2.765
C 1.6328 -0.5612 0.2238 -3.191 -0.685 -2.407
C 3.3526 1.1050 -0.4941 0.374 1.348 4.395
H -0.9234 -1.8471 -2.6000 -0.226 0.564 0.330
H 0.2608 -2.0869 -3.6573 0.834 0.307 -0.267
H 0.6028 -2.1114 -2.0015 1.245 -0.545 1.502
H -0.3887 0.6084 -2.3099 0.934 -1.388 0.036
H 0.1525 0.1923 -3.7360 -0.388 1.399 -5.175
H 1.8628 1.3411 -2.9495 0.306 -0.847 1.441
H 2.4702 -0.2604 -2.9947 0.424 -0.372 0.828
H 1.2035 1.3271 -0.4719 1.719 -1.340 -1.759
H 2.0955 -0.7936 1.1337 1.758 0.699 1.088
H 1.4836 -1.5226 -0.2075 0.445 -1.173 -0.706
H 0.5747 -0.4221 0.5297 0.483 0.423 -0.013
H 3.7310 0.6041 0.4888 -0.050 -0.015 -2.175
H 4.0960 1.1046 -1.2658 0.462 0.311 -0.201
H 3.2319 2.1195 0.1176 0.262 -1.310 -2.294
H 0.3128 -2.8152 3.6062 4.020 -0.996 -0.955
H -0.5316 -1.6806 4.1784 0.126 0.234 -0.171
O -0.5236 -2.5773 3.8159 -4.090 0.367 0.971
H -2.5512 -1.0267 2.6361 -1.445 -1.205 -0.716
H -2.1146 -2.2716 2.7296 7.953 -4.934 3.588
O -2.8321 -1.9686 2.3998 -6.542 6.128 -3.071
H -1.2957 0.1605 -0.6676 0.648 -0.274 -0.974
H -2.3661 -0.1002 0.2911 -0.219 0.143 0.097
O -1.6640 0.5317 0.1151 -0.347 0.985 1.392
H 0.1113 0.3930 4.4990 0.198 0.062 0.102
H -1.0814 0.7421 3.6260 0.578 -0.740 0.507
O -0.7305 0.0233 4.2274 -0.615 1.147 -0.381
H -1.1113 1.3366 1.4453 -0.023 0.047 -1.102
H -0.6690 2.7720 1.9781 -0.065 0.061 -0.363
O -0.8910 1.8742 2.2110 0.161 0.112 1.605
H -1.3372 4.3735 -0.8633 -0.934 -0.202 0.099
H -1.6686 3.2898 -2.0348 -1.022 -0.097 0.373
O -1.0446 3.8537 -1.6030 1.965 0.279 -0.452
H -2.9718 -1.4901 -1.8587 -3.567 -1.677 -4.057
H -2.3101 -2.0831 -0.5522 -0.590 0.264 -0.924
O -2.4384 -1.3406 -1.1768 3.250 0.390 4.781